No. 1
{
  "formula": "C3H10N3S",
  "method": "the ωB97M-V functional and the def2-TZVPD basis",
  "relative_energy_kcal_mol": 77.7,
  "charge": 1,
  "energy_ha": -682.4167,
  "spin_multiplicity": 1,
  "homo_lumo_gap_ev": 8.7,
  "elements": ["C", "C", "C", "N", "N", "N", "S", "H", "H", "H", "H", "H", "H", "H", "H", "H", "H"],
  "coordinates": [[1.796, 1.181, -0.749], [-3.886, 0.806, 0.092], [1.472, -1.184, -0.403], [0.409, 0.232, 1.072], [0.964, -2.233, 0.317], [1.212, 0.049, -0.018], [-2.534, 0.115, -0.367], [2.289, 1.697, 0.027], [1.037, 1.739, -1.225], [2.271, 1.012, -1.668], [-3.848, 1.377, 1.048], [-0.506, 0.044, 0.687], [-4.738, 0.632, -0.434], [2.119, -1.197, -1.345], [0.304, 1.107, 1.498], [1.133, -3.203, 0.259], [0.506, -2.175, 1.210]],
  "mulliken_charge": [-0.92, -0.25, 0.32, -0.71, -0.37, 0.38, -0.23, 0.37, 0.35, 0.35, 0.23, 0.08, 0.32, 0.31, 0.29, 0.21, 0.26]
}



No. 2
{
  "formula": "C3H10N4",
  "method": "the ωB97M-V functional and the def2-TZVPD basis",
  "relative_energy_kcal_mol": 32.4,
  "energy_ha": -339.2763,
  "spin_multiplicity": 1,
  "homo_lumo_gap_ev": 8.5,
  "elements": ["N", "C", "C", "N", "C", "N", "N", "H", "H", "H", "H", "H", "H", "H", "H", "H", "H"],
  "coordinates": [[-1.808, 0.378, -1.271], [-0.634, -0.310, -0.823], [-0.514, -0.456, 0.823], [-0.126, -1.567, 1.585], [0.500, 0.243, -0.017], [0.674, 1.649, 0.462], [1.746, -0.460, -0.174], [-1.805, 0.484, -2.277], [-1.921, 1.299, -0.862], [-0.329, -1.096, -1.507], [-1.285, 0.139, 1.305], [0.748, -1.951, 1.242], [-0.854, -2.263, 1.697], [1.249, 2.218, -0.163], [-0.206, 2.133, 0.591], [2.437, -0.134, 0.493], [2.125, -0.306, -1.103]],
  "mulliken_charge": [-0.59, -0.52, -0.48, -0.64, 0.87, -0.62, -0.68, 0.25, 0.22, 0.42, 0.31, 0.27, 0.22, 0.22, 0.25, 0.27, 0.23]
}



No. 3
{
  "formula": "C3H10N4",
  "method": "the ωB97M-V functional and the def2-TZVPD basis",
  "relative_energy_kcal_mol": 31.0,
  "charge": 2,
  "energy_ha": -338.6656,
  "spin_multiplicity": 1,
  "homo_lumo_gap_ev": 10.2,
  "elements": ["C", "C", "C", "N", "N", "N", "N", "H", "H", "H", "H", "H", "H", "H", "H", "H", "H"],
  "coordinates": [[-0.548, 1.022, -0.435], [-0.616, 0.642, 1.065], [0.541, 1.913, -0.868], [-0.836, 1.230, 2.174], [0.291, 2.860, -1.627], [-0.143, -0.327, 0.412], [0.471, -3.088, 0.249], [-1.396, 0.961, -1.043], [1.557, 1.827, -0.542], [-1.243, 2.210, 2.255], [-0.830, 0.799, 3.098], [1.011, 3.491, -2.032], [-0.691, 2.826, -2.058], [-0.276, -3.741, -0.075], [1.067, -3.012, -0.604], [1.003, -3.598, 1.042], [0.133, -2.066, 0.322]],
  "mulliken_charge": [-0.56, 0.43, 0.11, -0.41, -0.21, -0.59, -0.51, 0.46, 0.44, 0.28, 0.27, 0.32, 0.31, 0.41, 0.41, 0.41, 0.44]
}



No. 4
{
  "formula": "C3H10N4",
  "method": "the ωB97M-V functional and the def2-TZVPD basis",
  "relative_energy_kcal_mol": 65.3,
  "s2": 2.006,
  "charge": 2,
  "energy_ha": -338.4590,
  "spin_multiplicity": 3,
  "homo_lumo_gap_ev": [8.2, 4.5],
  "elements": ["C", "C", "C", "N", "N", "N", "N", "H", "H", "H", "H", "H", "H", "H", "H", "H", "H"],
  "coordinates": [[3.748, 4.822, 4.480], [-6.864, -7.333, -6.383], [-6.229, -7.374, -7.576], [-7.302, -7.274, -5.118], [3.391, 5.976, 5.127], [4.862, 4.244, 4.284], [6.113, 4.843, 4.645], [2.898, 4.205, 4.080], [-6.898, -7.370, -8.449], [-5.561, -6.439, -7.699], [-5.654, -8.282, -7.922], [-8.111, -7.565, -4.588], [2.451, 6.095, 5.361], [4.073, 6.601, 5.524], [5.995, 5.838, 4.588], [6.256, 4.515, 5.666], [6.831, 4.497, 3.982]],
  "mulliken_charge": [0.21, 0.47, -0.68, -0.10, -0.34, -0.54, -0.15, 0.33, 0.32, 0.30, 0.36, 0.33, 0.23, 0.17, 0.33, 0.40, 0.36]
}



No. 5
{
  "formula": "C3H10N4O",
  "method": "the ωB97M-V functional and the def2-TZVPD basis",
  "relative_energy_kcal_mol": 148.3,
  "energy_ha": -414.3768,
  "spin_multiplicity": 1,
  "homo_lumo_gap_ev": [7.0, 7.0],
  "elements": ["C", "C", "C", "N", "O", "H", "H", "H", "H", "H", "N", "N", "N", "H", "H", "H", "H", "H"],
  "coordinates": [[-2.796, 0.606, -0.017], [-1.422, 0.336, 0.562], [0.410, -0.748, -0.965], [0.388, -2.000, -0.815], [-1.314, -0.146, 1.692], [0.673, -2.313, 0.113], [0.086, -0.268, -1.881], [-2.838, 1.641, -0.373], [-3.598, 0.425, 0.707], [-2.937, -0.025, -0.900], [1.144, 0.270, -0.093], [2.162, 0.946, -0.843], [1.589, -0.163, 1.196], [0.213, 0.894, 0.100], [2.859, 0.254, -1.112], [2.595, 1.615, -0.212], [2.067, -1.057, 1.092], [0.717, -0.267, 1.750]],
  "mulliken_charge": [-1.21, 0.19, 0.04, -0.65, -0.65, 0.25, 0.54, 0.29, 0.33, 0.22, 0.44, -0.72, -0.76, 0.53, 0.25, 0.29, 0.24, 0.38]
}



No. 6
{
  "formula": "C3H10N4O",
  "method": "the ωB97M-V functional and the def2-TZVPD basis",
  "relative_energy_kcal_mol": 99.4,
  "energy_ha": -414.4549,
  "spin_multiplicity": 1,
  "homo_lumo_gap_ev": 9.6,
  "elements": ["C", "C", "N", "C", "N", "N", "N", "O", "H", "H", "H", "H", "H", "H", "H", "H", "H", "H"],
  "coordinates": [[-0.224, -1.575, -1.943], [-0.684, -0.575, -0.871], [0.461, -0.205, -0.036], [0.134, 0.551, 1.104], [0.455, 1.722, 1.329], [1.024, 2.447, 0.237], [-0.624, -0.227, 2.037], [-0.374, -1.565, 1.943], [-0.048, -2.595, -1.568], [0.677, -1.121, -2.361], [-0.863, -1.462, -2.805], [-1.169, 0.397, -1.140], [-1.453, -0.984, -0.164], [1.078, 0.442, -0.604], [1.415, 3.255, 0.704], [0.250, 2.875, -0.243], [-0.457, 0.198, 3.003], [0.404, -1.579, 1.379]],
  "mulliken_charge": [-1.08, -0.29, -0.54, 0.27, -0.53, -0.54, -0.17, -0.36, 0.30, 0.29, 0.37, 0.31, 0.31, 0.51, 0.29, 0.20, 0.30, 0.36]
}



No. 7
{
  "formula": "C3H10N4S",
  "method": "the ωB97M-V functional and the def2-TZVPD basis",
  "relative_energy_kcal_mol": 141.4,
  "energy_ha": -737.2513,
  "spin_multiplicity": 1,
  "homo_lumo_gap_ev": 7.9,
  "elements": ["C", "C", "C", "H", "H", "H", "H", "H", "H", "H", "H", "H", "H", "N", "N", "N", "N", "S"],
  "coordinates": [[-0.697, -0.113, 0.506], [0.503, -0.472, 1.365], [1.412, -1.188, 0.565], [-0.205, 3.154, 0.197], [0.507, 2.110, -0.816], [-1.604, 1.169, -0.576], [0.808, 0.483, 1.563], [-0.037, -1.063, 2.142], [1.475, -2.440, 0.440], [2.548, -0.865, 1.167], [1.098, 1.440, -0.131], [-3.261, -0.276, -0.119], [-3.135, -1.533, -1.026], [0.042, 2.155, 0.241], [-1.033, 1.252, 0.254], [-1.301, -1.123, -0.016], [-2.503, -0.737, -0.758], [1.754, -0.148, -0.969]],
  "mulliken_charge": [0.31, -0.91, -0.24, 0.33, 0.40, 0.39, 0.56, 0.31, 0.30, 0.18, 0.02, 0.23, 0.27, -0.46, -0.25, -0.30, -0.72, -0.40]
}



No. 8
{
  "formula": "C3H10N5",
  "method": "the ωB97M-V functional and the def2-TZVPD basis",
  "relative_energy_kcal_mol": 124.9,
  "charge": 1,
  "energy_ha": -393.6590,
  "spin_multiplicity": 1,
  "homo_lumo_gap_ev": 7.9,
  "elements": ["C", "N", "C", "N", "N", "N", "C", "N", "H", "H", "H", "H", "H", "H", "H", "H", "H", "H"],
  "coordinates": [[-0.772, -0.238, -2.704], [-0.055, 0.975, -2.397], [1.063, 0.904, -1.563], [0.771, 0.668, -0.193], [0.068, -0.085, 0.394], [-0.704, -0.530, 1.156], [-0.741, -0.843, 2.794], [0.402, -0.643, 3.533], [-0.049, -0.791, -3.198], [-1.154, -0.607, -1.751], [-1.611, 0.008, -3.301], [-0.310, 2.005, -2.460], [1.641, 1.836, -1.431], [1.872, 0.112, -1.830], [-0.962, -1.821, 2.891], [-1.502, -0.140, 3.191], [1.249, -1.080, 3.100], [0.793, 0.269, 3.769]],
  "mulliken_charge": [-0.71, -0.28, -0.42, -0.30, 1.01, -0.62, -0.23, -0.47, 0.30, 0.23, 0.34, 0.30, 0.36, 0.30, 0.29, 0.34, 0.27, 0.28]
}



No. 9
{
  "formula": "C3H10N5O3",
  "method": "the ωB97M-V functional and the def2-TZVPD basis",
  "relative_energy_kcal_mol": 46.9,
  "charge": 1,
  "energy_ha": -619.4356,
  "spin_multiplicity": 1,
  "homo_lumo_gap_ev": 9.2,
  "elements": ["C", "C", "C", "N", "N", "N", "N", "N", "O", "O", "O", "H", "H", "H", "H", "H", "H", "H", "H", "H", "H"],
  "coordinates": [[-4.516, 0.985, 0.178], [1.266, 1.184, -0.030], [-0.581, -2.727, 0.231], [0.081, 1.738, -0.346], [1.006, 0.209, 1.128], [-0.128, -1.520, 0.192], [-0.747, 0.868, -1.206], [1.027, -1.199, 0.745], [-3.488, 0.701, -0.242], [-5.494, 1.157, 0.747], [-1.599, -3.084, -0.624], [1.775, 0.750, -0.910], [1.964, 1.909, 0.273], [-0.015, -3.492, 0.648], [-0.476, 1.977, 0.502], [1.703, 0.304, 1.845], [-0.505, -0.203, -0.692], [-1.749, 0.773, -1.097], [-0.551, 0.974, -2.200], [1.290, -1.864, 1.734], [-1.784, -2.378, -1.236]],
  "mulliken_charge": [0.59, -0.58, 0.02, -0.33, -0.41, -0.21, -0.14, -0.43, -0.40, -0.29, -0.44, 0.36, 0.38, 0.36, 0.30, 0.26, 0.61, 0.32, 0.37, 0.36, 0.30]
}



No. 10
{
  "formula": "C3H10N5S",
  "method": "the ωB97M-V functional and the def2-TZVPD basis",
  "relative_energy_kcal_mol": 112.8,
  "charge": 1,
  "energy_ha": -791.8302,
  "spin_multiplicity": 1,
  "homo_lumo_gap_ev": 8.2,
  "elements": ["C", "C", "C", "N", "N", "N", "N", "N", "S", "H", "H", "H", "H", "H", "H", "H", "H", "H", "H"],
  "coordinates": [[-0.159, -1.564, -0.065], [2.161, 1.077, 1.220], [-0.222, 0.860, -0.061], [1.914, -1.096, -0.984], [0.900, -1.722, -0.665], [-2.493, 0.759, -0.559], [-1.223, 1.312, -0.892], [-1.121, -2.037, 0.701], [1.363, 1.154, -0.442], [1.411, 1.693, 1.743], [3.196, 1.517, 0.982], [2.113, 0.083, 1.429], [-0.441, 0.724, 0.926], [2.495, -1.138, -1.762], [-3.042, 1.428, -0.027], [-3.150, 0.619, -1.329], [-0.870, 1.373, -1.846], [-1.951, -2.329, 0.230], [-0.880, -2.713, 1.400]],
  "mulliken_charge": [0.36, -0.76, -0.41, -0.59, 0.23, -0.53, -0.11, -0.38, 0.03, 0.31, 0.38, 0.32, 0.62, 0.23, 0.26, 0.25, 0.27, 0.27, 0.25]
}



No. 11
{
  "formula": "C3H10NO",
  "method": "the ωB97M-V functional and the def2-TZVPD basis",
  "relative_energy_kcal_mol": 10.7,
  "charge": -1,
  "energy_ha": -250.2742,
  "spin_multiplicity": 1,
  "homo_lumo_gap_ev": 6.4,
  "elements": ["C", "C", "H", "H", "H", "H", "H", "H", "N", "C", "O", "H", "H", "H", "H"],
  "coordinates": [[-1.602, 1.511, -0.399], [-0.127, 1.719, -0.138], [-1.784, 0.454, -0.599], [-1.982, 2.134, -1.212], [-2.217, 1.742, 0.476], [0.539, 1.238, -0.850], [0.165, 2.778, -0.122], [0.187, 1.328, 0.830], [-0.009, -1.797, 0.248], [1.518, -1.618, 0.365], [2.227, -2.611, -0.122], [-0.162, -2.585, 0.869], [-0.096, -2.240, -0.663], [1.684, -0.632, -0.147], [1.659, -1.421, 1.465]],
  "mulliken_charge": [-0.81, -0.84, 0.27, 0.28, 0.23, 0.22, 0.38, 0.26, -0.65, -0.22, -0.87, 0.28, 0.23, 0.03, 0.21]
}



No. 12
{
  "formula": "C3H10NO",
  "method": "the ωB97M-V functional and the def2-TZVPD basis",
  "relative_energy_kcal_mol": 49.4,
  "s2": 0.750,
  "energy_ha": -250.1381,
  "spin_multiplicity": 2,
  "homo_lumo_gap_ev": [4.1, 10.7],
  "elements": ["C", "C", "C", "N", "H", "H", "H", "H", "H", "H", "H", "H", "H", "H", "O"],
  "coordinates": [[1.603, -0.373, 1.607], [1.308, -0.331, 0.133], [0.192, 0.210, -0.317], [-0.220, 0.338, -1.717], [1.522, -1.424, 1.887], [2.652, -0.149, 1.827], [1.010, 0.349, 2.162], [2.150, -0.590, -0.501], [-0.431, 0.674, 0.420], [-0.488, -0.598, -2.124], [-1.039, 0.976, -1.814], [0.535, 0.789, -2.275], [-3.455, -0.488, -0.097], [-2.683, 0.563, 0.807], [-2.657, 0.054, 0.002]],
  "mulliken_charge": [-1.09, 0.05, -1.62, -1.40, 0.29, 0.33, 0.35, 0.40, -0.03, 0.94, 0.72, 0.99, 0.30, 0.28, -0.51]
}